DFT (ωB97M-V/def2-TZVPD) results for C22H42NOOsP3S as an isolated structure.

## Properties
- LUMO level (spin up / spin down) (Ha) = -0.413 / -0.572
- DFT total energy (Ha) = -2504.85227
- charge = +4
- multiplicity = 5
- ⟨S²⟩ = 6.0522
- HOMO (spin up / spin down) (eV) = -19.76 / -19.90

```
71
Properties=species:S:1:pos:R:3:forces:R:3:lowdin_charge:R:1
Os -0.121 -0.462 0.121 2.23 -0.12 0.06 0.7911
P -1.693 -2.043 0.580 -2.04 -1.20 0.42 0.6212
P -0.313 -0.671 -2.251 -1.04 -0.20 -1.61 0.7096
P -0.085 0.414 2.389 -0.85 0.71 1.35 0.7139
H 0.929 7.463 -3.204 0.08 -0.08 0.27 0.1318
C 1.453 7.428 -2.243 -2.87 2.40 -0.74 0.2210
C 2.554 6.674 -2.066 3.21 -1.85 0.62 0.1863
H 3.005 6.068 -2.872 -0.32 0.35 0.45 0.1383
C -3.362 -1.268 0.560 0.00 -0.08 -0.09 -0.2133
C -1.840 -3.469 -0.555 -0.07 0.12 -0.17 -0.2183
C -1.610 -2.885 2.211 0.29 0.09 0.27 -0.2122
C 0.710 0.489 -3.238 0.03 0.11 0.51 -0.2117
C 0.155 -2.273 -3.014 0.01 -0.04 0.21 -0.2225
C -2.028 -0.350 -2.840 0.28 -0.02 0.02 -0.2262
C 1.012 1.853 2.669 0.13 -0.18 -0.75 -0.2140
C 0.450 -0.652 3.781 0.07 -0.23 -0.13 -0.2215
C -1.731 1.053 2.898 0.06 -0.08 -0.03 -0.2312
H 1.088 8.110 -1.460 0.15 -0.35 -0.30 0.1339
H 3.070 6.715 -1.097 0.00 0.06 -0.65 0.1100
H -4.099 -2.069 0.699 0.04 0.21 -0.01 0.0808
H -3.560 -0.744 -0.381 0.11 -0.29 0.10 0.0433
H -3.474 -0.522 1.355 0.15 -0.32 -0.06 0.0409
H -2.671 -4.102 -0.206 0.26 0.19 -0.12 0.0866
H -0.914 -4.060 -0.569 -0.28 0.14 0.12 0.0329
H -2.048 -3.138 -1.580 -0.06 -0.13 0.27 0.0404
H -2.459 -2.578 2.837 0.19 -0.10 -0.16 0.0765
H -0.685 -2.618 2.732 -0.30 -0.10 -0.11 -0.0074
H -1.626 -3.979 2.110 -0.15 0.32 -0.13 0.0674
H 0.769 0.137 -4.278 -0.11 0.07 0.32 0.0844
H 1.715 0.518 -2.796 -0.16 0.00 -0.30 0.0581
H 0.280 1.500 -3.217 0.11 -0.27 -0.08 0.0553
H -0.519 -2.462 -3.861 0.23 0.02 0.16 0.0847
H 0.087 -3.101 -2.301 -0.05 0.27 -0.35 0.0008
H 1.188 -2.191 -3.379 -0.28 -0.05 0.08 0.0707
H -2.020 -0.242 -3.935 -0.06 -0.08 0.29 0.0779
H -2.416 0.574 -2.391 0.10 -0.25 -0.16 0.0432
H -2.690 -1.180 -2.562 0.14 0.22 -0.13 0.0452
H 1.256 1.981 3.736 -0.25 -0.10 -0.45 0.0805
H 0.530 2.758 2.281 0.20 -0.11 0.07 0.0517
H 1.924 1.636 2.101 0.09 0.36 0.25 0.0515
H 0.925 -0.015 4.541 -0.20 -0.28 -0.18 0.0733
H 1.194 -1.377 3.426 -0.15 0.22 0.25 0.0231
H -0.406 -1.170 4.225 0.25 0.08 -0.03 0.0587
H -1.626 1.809 3.691 -0.03 -0.36 -0.16 0.0773
H -2.357 0.225 3.261 0.13 0.30 -0.06 0.0530
H -2.222 1.517 2.031 0.13 -0.09 0.30 0.0394
C 0.709 2.382 -0.612 0.49 -1.48 0.12 -0.3828
C -0.586 2.923 -0.785 -0.87 0.60 0.72 0.0127
C -0.802 4.261 -0.452 -0.28 -0.94 -0.23 0.0065
C 0.283 5.054 -0.040 -0.17 0.24 -0.71 -0.0108
C 1.589 4.566 -0.173 0.59 0.24 -0.26 -0.0556
C 1.816 3.257 -0.537 0.82 0.01 0.38 0.0592
O 0.983 1.108 -0.428 0.14 2.74 -0.41 -0.3560
H -1.314 0.670 0.038 -0.05 -0.56 0.06 -0.0398
H -1.398 2.238 -1.038 0.13 0.49 0.00 0.0917
H -1.811 4.683 -0.488 0.39 -0.18 0.01 0.1429
H 0.108 6.096 0.220 0.01 -0.23 0.25 0.1326
H 2.442 5.220 -0.001 -0.24 -0.32 0.35 0.1088
H 2.807 2.798 -0.628 -0.27 0.40 0.13 0.1587
S 2.053 -1.564 0.186 -0.21 1.02 -0.30 0.7201
C 1.801 -3.264 0.335 0.05 -0.97 1.04 -0.6539
N 1.650 -3.736 1.613 -0.26 -0.65 -0.89 0.0822
C 1.403 -5.056 1.875 0.40 0.85 -0.06 0.0118
C 1.345 -5.956 0.834 -0.15 0.07 -0.08 0.0233
C 1.542 -5.506 -0.480 0.33 0.05 0.32 0.0340
C 1.824 -4.166 -0.724 0.05 0.49 0.25 -0.0663
H 1.766 -3.062 2.375 -0.12 -0.47 -0.24 0.1348
H 1.291 -5.289 2.927 0.05 -0.25 -0.11 0.1582
H 1.174 -7.005 1.048 -0.04 0.11 -0.02 0.1449
H 1.512 -6.202 -1.308 0.06 -0.09 0.04 0.1471
H 2.095 -3.754 -1.696 -0.23 -0.45 0.18 0.1190
```
Positions in Å, forces in eV/Å.

DFT (ωB97M-V/def2-TZVPD) results for C22H42NP3ReSSe as an isolated structure.

## Properties
- LUMO level (spin up / spin down) (Ha) = -0.495 / -0.540
- DFT total energy (Ha) = -4818.53181
- charge = +4
- multiplicity = 4
- ⟨S²⟩ = 3.7853
- HOMO (spin up / spin down) (eV) = -19.89 / -19.71

```
71
Properties=species:S:1:pos:R:3:forces:R:3:lowdin_charge:R:1
Re -0.951 -0.062 0.612 6.02 0.28 0.88 0.3844
P -3.029 -0.030 0.049 -5.48 -0.14 -0.31 0.5738
P -0.173 -2.308 0.408 -0.23 -3.11 0.59 0.7021
P -0.503 2.392 0.213 -0.75 2.99 0.56 0.6748
H 2.455 -0.878 -1.184 0.85 1.23 0.37 0.0435
C 2.608 0.107 -0.660 -0.47 -0.49 0.09 -0.1395
C 2.528 0.139 0.679 -1.61 0.79 0.07 -0.0374
H 2.351 -0.785 1.250 0.37 0.64 -0.11 0.0434
C -3.469 -0.025 -1.715 0.74 0.04 -0.57 -0.2033
C -3.990 -1.421 0.697 0.11 -0.20 0.17 -0.2152
C -3.911 1.445 0.671 0.46 0.15 0.13 -0.1850
C 1.542 -2.983 0.447 0.73 0.44 0.13 -0.2186
C -0.839 -3.540 1.622 -0.28 -0.15 0.25 -0.2337
C -0.721 -2.998 -1.198 -0.15 0.31 0.38 -0.2453
C 1.165 3.182 0.126 0.22 -0.60 -0.11 -0.2207
C -1.147 3.557 1.535 0.01 -0.50 -0.21 -0.2442
C -1.269 3.162 -1.262 -0.03 -0.40 -0.38 -0.2606
H 2.768 1.045 -1.225 -0.04 -0.83 0.25 0.0639
H 2.348 1.132 1.173 1.00 -1.24 -0.23 0.0517
H -4.548 -0.204 -1.857 0.37 0.07 0.22 0.0965
H -2.906 -0.802 -2.245 -0.26 -0.04 0.01 0.0387
H -3.193 0.935 -2.171 -0.18 -0.13 0.11 0.0493
H -5.035 -1.271 0.426 -0.06 -0.13 0.10 0.0796
H -3.877 -1.494 1.785 -0.20 0.18 -0.16 0.0649
H -3.646 -2.371 0.282 -0.07 0.08 -0.13 0.0516
H -4.986 1.309 0.536 0.05 -0.08 -0.03 0.0915
H -3.586 2.331 0.122 -0.17 -0.13 0.04 0.0327
H -3.686 1.604 1.724 -0.17 -0.07 0.11 0.0560
H 1.512 -3.996 0.008 -0.18 0.47 0.13 0.0875
H 1.913 -3.103 1.480 -0.20 0.23 -0.37 0.0707
H 2.264 -2.377 -0.114 -0.20 -0.45 0.17 0.0226
H -0.743 -4.549 1.160 -0.15 0.62 0.36 0.0870
H -1.896 -3.358 1.915 0.67 -0.17 -0.31 0.0521
H -0.208 -3.548 2.541 -0.40 0.08 -0.62 0.0498
H -0.229 -3.942 -1.406 0.12 -0.15 0.10 0.0739
H -0.457 -2.287 -1.968 -0.19 -0.16 -0.37 -0.0497
H -1.789 -3.182 -1.165 -0.25 0.11 -0.20 0.0546
H 1.008 4.254 -0.075 -0.04 -0.43 0.10 0.0849
H 1.763 2.750 -0.682 -0.02 0.22 0.19 0.0328
H 1.691 3.080 1.084 -0.12 0.09 -0.29 0.0521
H -1.011 4.576 1.133 -0.05 -0.42 0.20 0.0790
H -0.580 3.433 2.471 -0.31 0.15 -0.44 0.0354
H -2.211 3.379 1.715 0.24 0.14 0.11 0.0374
H -1.017 4.230 -1.280 -0.08 -0.27 -0.01 0.0787
H -2.361 3.050 -1.291 0.37 0.08 0.03 0.0422
H -0.847 2.673 -2.151 -0.20 0.39 0.07 -0.0057
C 1.246 0.302 -4.011 -0.18 0.03 0.01 -0.4433
C 2.635 0.060 -3.902 1.35 -0.36 -0.32 -0.0842
C 3.463 0.010 -5.017 0.69 -0.04 1.37 0.0106
C 3.000 0.251 -6.305 -0.62 0.36 -0.23 0.0705
C 1.634 0.556 -6.436 -1.39 0.45 0.46 0.0274
C 0.757 0.610 -5.327 0.55 -0.20 -1.04 -0.0189
Se 0.165 0.159 -2.392 0.95 0.44 -2.13 1.0450
H -1.645 -0.847 1.901 0.04 -0.47 -1.25 -0.0677
H 3.117 -0.091 -2.948 -0.13 -0.08 -0.16 0.0727
H 4.536 -0.150 -4.891 -0.34 -0.09 0.22 0.1480
H 3.665 0.296 -7.179 -0.27 -0.18 0.45 0.1632
H 1.303 0.814 -7.449 -0.36 -0.13 0.58 0.1492
H -0.276 0.879 -5.489 -0.08 -0.03 -0.04 0.1231
S -0.784 0.668 2.831 0.12 2.34 0.82 0.6931
C 0.553 0.154 3.871 -0.58 -1.67 -0.31 -0.5593
N 0.328 -1.087 4.408 1.50 -0.62 0.05 0.0653
C 1.268 -1.727 5.193 -0.32 1.88 -0.64 0.0506
C 2.441 -0.995 5.510 -1.03 -0.75 -0.26 0.0426
C 2.662 0.292 4.978 -0.17 -0.61 -0.10 0.0465
C 1.705 0.883 4.143 -0.82 -0.99 -0.48 -0.0285
H -0.479 -1.607 4.006 0.70 0.49 0.96 0.1493
H 0.990 -2.741 5.486 0.43 0.33 0.19 0.1575
H 3.168 -1.511 6.135 0.02 0.33 -0.11 0.1425
H 3.619 0.786 5.118 -0.15 -0.03 0.26 0.1470
H 1.823 1.785 3.550 0.28 0.12 0.60 0.1175
```
Positions in Å, forces in eV/Å.

DFT (ωB97M-V/def2-TZVPD) results for C22H43N2OP2W as an isolated structure.

## Properties
- LUMO level (spin up / spin down) (Ha) = -0.431 / -0.462
- DFT total energy (Ha) = -1797.54091
- charge = +3
- multiplicity = 3
- ⟨S²⟩ = 2.1630
- HOMO (spin up / spin down) (eV) = -17.88 / -18.67

```
71
Properties=species:S:1:pos:R:3:forces:R:3:lowdin_charge:R:1
W -0.101 -0.028 -0.266 -3.10 -1.01 -1.28 1.1865
P -0.038 -2.406 -0.785 0.38 -1.72 -1.30 0.9559
P -0.048 2.431 -0.537 0.50 1.52 -0.95 0.9402
N 0.294 0.080 -2.228 1.21 0.10 0.87 -0.2371
C 0.021 -2.335 -2.617 -0.18 0.08 -0.30 -0.2843
H 0.538 -3.199 -3.060 -0.24 0.15 0.26 0.1145
H -1.011 -2.333 -3.000 0.25 -0.09 0.14 0.1030
C 0.700 -1.055 -3.058 -0.44 -0.45 -0.71 -0.2515
H 1.805 -1.166 -3.083 -0.42 0.34 0.14 0.1566
H 0.373 -0.802 -4.082 0.38 -0.30 0.24 0.1437
C 0.694 1.303 -2.925 -0.13 0.54 -0.59 -0.2507
H 0.372 1.164 -3.974 0.38 0.25 0.32 0.1442
H 1.799 1.422 -2.935 -0.45 -0.31 0.07 0.1558
C 0.008 2.532 -2.356 -0.10 0.11 -0.36 -0.2865
H -1.023 2.572 -2.745 0.31 0.09 0.18 0.1076
H 0.542 3.434 -2.690 -0.32 -0.20 0.12 0.1129
C 1.557 3.279 -0.035 -0.47 -0.10 0.01 -0.4937
C 2.037 3.017 1.392 0.04 0.06 0.14 -0.0942
H 2.950 3.611 1.527 -0.18 -0.20 0.13 0.1110
H 2.296 1.969 1.587 -0.04 0.22 -0.01 0.0617
H 1.309 3.347 2.151 0.27 -0.02 -0.29 0.0809
C -1.680 3.231 -0.094 0.04 -0.04 0.20 -0.5098
C -1.948 3.410 1.408 0.11 0.09 0.07 -0.0874
H -2.915 3.920 1.500 0.23 -0.16 0.13 0.1063
H -1.190 4.052 1.889 -0.25 -0.18 -0.20 0.0963
H -2.006 2.464 1.960 -0.13 0.28 -0.14 0.0608
C -1.678 -3.236 -0.490 -0.11 -0.25 0.20 -0.5221
C -1.934 -3.488 0.995 -0.12 -0.13 0.17 -0.1011
H -2.913 -3.971 1.106 0.24 0.09 0.05 0.1080
H -1.952 -2.564 1.585 -0.16 -0.20 -0.19 0.0519
H -1.180 -4.163 1.428 -0.24 0.10 -0.13 0.0918
C 1.555 -3.302 -0.408 -0.33 -0.13 0.20 -0.5076
C 1.975 -3.143 1.048 0.26 -0.16 0.19 -0.1071
H 2.980 -3.569 1.172 -0.29 0.10 0.06 0.1145
H 1.294 -3.686 1.720 0.29 0.07 -0.19 0.0829
H 2.021 -2.096 1.367 0.04 -0.21 0.02 0.0424
C 1.826 -0.040 -0.088 9.04 0.54 -0.80 -0.2193
O 3.014 0.002 -0.170 -6.37 -0.35 0.62 0.2026
C -1.897 4.565 -0.831 0.06 -0.03 -0.04 -0.0727
H -1.199 5.336 -0.466 -0.40 -0.29 -0.24 0.0841
H -1.806 4.456 -1.920 -0.04 0.21 0.36 0.0819
H -2.924 4.884 -0.598 0.32 0.02 -0.18 0.1083
C -1.911 -4.519 -1.320 0.16 0.05 -0.01 -0.0665
H -2.937 -4.861 -1.113 0.34 0.10 -0.10 0.1080
H -1.833 -4.337 -2.402 0.01 -0.16 0.36 0.0832
H -1.217 -5.322 -1.028 -0.34 0.31 -0.17 0.0824
C 1.488 -4.787 -0.795 0.10 -0.03 -0.01 -0.0749
H 2.486 -5.222 -0.626 -0.37 0.06 -0.11 0.1100
H 0.772 -5.316 -0.145 0.31 0.11 -0.30 0.0874
H 1.223 -4.938 -1.852 0.06 -0.06 0.42 0.0861
C 1.467 4.787 -0.294 0.13 0.03 -0.05 -0.0793
H 0.750 5.252 0.403 0.36 -0.09 -0.32 0.0893
H 2.465 5.207 -0.098 -0.37 0.02 -0.13 0.1090
H 1.193 5.015 -1.336 0.06 0.09 0.44 0.0852
H 2.276 2.811 -0.738 -0.25 0.21 0.17 0.1172
H 2.297 -2.786 -1.049 -0.36 -0.10 0.11 0.1201
H -2.391 2.476 -0.489 0.17 0.35 0.07 0.0983
H -2.391 -2.466 -0.844 0.26 -0.28 0.08 0.0860
H -2.446 -0.168 -1.566 0.33 0.18 1.00 0.1494
H -2.388 -0.039 -0.795 -0.33 -0.08 -0.58 0.0666
C -0.113 0.238 4.596 -0.07 -0.21 -0.88 0.0448
C -0.064 1.220 3.605 -0.06 0.25 -0.16 -0.0012
C -0.089 0.825 2.268 -0.40 1.01 0.83 -0.2195
N -0.145 -0.460 1.866 0.16 0.35 0.47 -0.1105
C -0.135 -1.431 2.826 -0.16 0.72 0.58 -0.0876
C -0.154 -1.106 4.183 0.00 0.40 -0.59 0.0368
H -0.148 0.519 5.641 0.07 -0.12 0.02 0.1431
H -0.040 2.290 3.854 -0.01 -0.61 -0.10 0.1369
H -0.141 1.588 1.425 0.22 -1.01 1.96 0.0043
H -0.160 -2.464 2.525 0.05 0.15 -0.13 0.0780
H -0.231 -1.902 4.904 0.10 -0.14 0.11 0.1360
```
Positions in Å, forces in eV/Å.